DFT (ωB97M-V with the def2-TZVPD basis set) results for 11 unconnected molecules or ions with the total composition C44H75F21O22 at a distorted geometry.

Results
Total charge   0
Energy above the lowest of the compared OMol25 structures with the same formula, charge and spin   0.0 kJ/mol
Molecular weight   1355.020 g/mol
LUMO level   0.3 eV
Kohn-Sham gap   9.993 eV
Electronic energy   -148951.966 eV

Last column: Löwdin charge in e.
Positions of all 162 atoms, in Å:
C: -0.7232 1.6030 -1.5151  -0.04
C: -0.6494 0.1336 -1.1435  -0.20
O: -1.4054 0.0274 0.0716  0.02
C: -0.7982 -0.5620 1.1132  -0.34
O: 0.2393 -1.1685 1.1274  0.15
C: -1.6442 -0.3204 2.4054  -0.53
F: -1.3477 -1.2811 3.2707  0.17
F: -1.3885 0.9105 2.8238  0.19
F: -2.9826 -0.4383 2.2059  0.14
H: -1.7658 2.0337 -1.6216  0.10
H: -0.1529 1.9184 -2.4164  0.08
H: -0.2230 2.2066 -0.7498  0.07
H: 0.3710 -0.1008 -0.9582  0.10
H: -1.1226 -0.5413 -1.8392  0.09
C: 3.2781 -2.1554 1.0262  -0.05
C: 3.2622 -0.6150 0.9485  -0.16
O: 4.5978 -0.0981 1.2571  0.04
C: 4.5711 1.1766 1.6291  -0.45
O: 3.6705 1.9052 1.5590  0.20
C: 5.8797 1.5283 2.2704  -0.56
F: 5.9154 2.8403 2.5428  0.17
F: 5.9782 0.9421 3.4280  0.20
F: 6.9529 1.1431 1.5413  0.16
H: 3.5349 -2.5520 1.9905  0.05
H: 3.9229 -2.6098 0.2770  0.08
H: 2.2749 -2.4868 0.8175  0.03
H: 2.6013 -0.2903 1.7752  0.11
H: 2.9370 -0.2310 -0.0803  0.14
C: -5.0690 -5.4585 4.7567  -0.06
C: -6.2633 -4.6366 4.5784  -0.20
O: -5.8215 -3.3460 4.0754  0.02
C: -6.6868 -2.3380 4.2226  -0.37
O: -7.7835 -2.3981 4.7358  0.15
C: -6.0675 -1.0172 3.7101  -0.54
F: -4.8578 -0.8252 4.1949  0.19
F: -6.0347 -0.9460 2.3354  0.12
F: -6.9350 -0.1081 4.0840  0.19
H: -4.5146 -5.5878 3.8641  0.07
H: -5.3683 -6.4681 5.0845  0.10
H: -4.4011 -5.1508 5.5148  0.07
H: -6.8440 -4.3399 5.5088  0.15
H: -6.9779 -4.9972 3.9164  0.11
C: 2.3635 3.2317 5.2768  -0.05
C: 1.5401 3.1546 4.0031  -0.19
O: 2.0948 4.1123 3.0779  0.04
C: 1.8135 3.7767 1.8311  -0.42
O: 1.0212 2.9325 1.4486  0.12
C: 2.5798 4.6947 0.8593  -0.56
F: 1.8656 5.7370 0.4884  0.18
F: 3.7051 5.2034 1.3550  0.18
F: 2.8881 4.0031 -0.2564  0.15
H: 2.0598 2.4680 5.9863  0.07
H: 2.2918 4.2193 5.6377  0.07
H: 3.4026 2.9995 5.0147  0.08
H: 0.4756 3.4440 4.1772  0.13
H: 1.6452 2.1599 3.5396  0.11
C: 2.1875 3.0668 -4.8125  -0.05
C: 3.5983 3.4666 -5.0070  -0.17
O: 3.9001 4.5108 -3.9911  0.05
C: 3.6565 5.6686 -4.4490  -0.43
O: 3.3463 6.0016 -5.5577  0.14
C: 3.8368 6.8354 -3.2713  -0.54
F: 2.9878 6.7355 -2.2350  0.15
F: 5.1092 6.8109 -2.8618  0.15
F: 3.6785 7.9989 -3.8184  0.19
H: 2.0501 2.4297 -5.6823  0.08
H: 1.4581 3.9248 -4.9211  0.11
H: 2.0383 2.4085 -3.9070  0.09
H: 3.9250 3.9161 -5.9132  0.11
H: 4.3222 2.6840 -4.8484  0.12
C: -4.3008 -3.0922 -0.2415  -0.02
C: -4.2450 -1.8205 -1.1617  -0.12
O: -5.1096 -0.8200 -0.4650  0.03
C: -5.2275 0.3862 -0.9285  -0.39
O: -4.6807 0.9176 -1.8787  0.14
C: -5.9776 1.3144 0.0799  -0.62
F: -6.4288 2.3545 -0.6122  0.16
F: -6.9959 0.7465 0.6637  0.19
F: -5.1850 1.7810 1.0120  0.19
H: -5.3320 -3.4003 -0.1757  0.07
H: -3.8651 -2.9058 0.7179  0.06
H: -3.6982 -3.8046 -0.8197  0.07
H: -4.5429 -1.9052 -2.2064  0.12
H: -3.2060 -1.4267 -1.2416  0.11
C: 2.4059 -0.9925 4.7841  -0.06
C: 2.0942 -2.0748 5.8033  -0.14
O: 1.4923 -3.2157 5.0625  0.02
C: 2.3510 -3.9475 4.3479  -0.39
O: 3.5553 -3.8922 4.3384  0.15
C: 1.6331 -4.9800 3.4048  -0.53
F: 2.3963 -6.0747 3.4381  0.16
F: 0.3875 -5.3770 3.7122  0.16
F: 1.6100 -4.4783 2.1678  0.16
H: 2.8622 -0.0332 5.3021  0.12
H: 1.5307 -0.6862 4.2503  0.06
H: 3.0947 -1.2502 3.9943  0.05
H: 1.3018 -1.7280 6.5062  0.14
H: 2.9169 -2.5051 6.3146  0.11
C: -0.4515 8.7204 4.1984  -0.11
O: -1.2968 7.8815 3.4159  -0.18
C: -0.5187 7.2238 2.3838  -0.20
C: -1.1915 5.9297 2.0281  -0.20
O: -1.1253 5.0037 3.1439  -0.20
C: -2.3394 4.3097 3.2446  -0.12
H: 0.4641 8.2121 4.5017  0.08
H: -0.9999 8.9690 5.0893  0.08
H: -0.1999 9.6686 3.6682  0.10
H: 0.4901 6.9432 2.6961  0.11
H: -0.4896 7.9134 1.4660  0.15
H: -0.7299 5.5692 1.1155  0.11
H: -2.2841 6.1339 1.7441  0.15
H: -2.3546 3.5950 4.0686  0.08
H: -2.5886 3.8176 2.2639  0.10
H: -3.1188 5.0962 3.4144  0.10
C: -2.6119 -0.7086 -4.2484  -0.12
O: -2.3005 -1.9752 -3.7471  -0.20
C: -2.4775 -2.9708 -4.7900  -0.15
C: -1.1682 -3.3484 -5.4869  -0.20
O: -0.6823 -2.2556 -6.2100  -0.22
C: 0.4349 -2.5567 -6.9662  -0.13
H: -1.9606 -0.5313 -5.0972  0.09
H: -2.4706 -0.0058 -3.4144  0.07
H: -3.6910 -0.6453 -4.4911  0.10
H: -3.2167 -2.6940 -5.5629  0.14
H: -2.8855 -3.8702 -4.4202  0.08
H: -1.3378 -4.2150 -6.1456  0.13
H: -0.2769 -3.6557 -4.8780  0.13
H: 0.2516 -3.4646 -7.5494  0.09
H: 1.3495 -2.6260 -6.3241  0.09
H: 0.6487 -1.7617 -7.7350  0.11
C: 1.5931 -3.8447 -1.7589  -0.12
O: 0.6275 -4.7178 -2.2333  -0.19
C: -0.2634 -5.2154 -1.2442  -0.19
C: -1.0557 -6.3562 -1.8485  -0.20
O: -2.0990 -5.7088 -2.5676  -0.21
C: -2.9445 -6.5877 -3.3035  -0.10
H: 2.2560 -3.7112 -2.5885  0.07
H: 2.1130 -4.2483 -0.8596  0.09
H: 1.1898 -2.8373 -1.4904  0.09
H: -1.0191 -4.4306 -0.9311  0.14
H: 0.3687 -5.5441 -0.3997  0.12
H: -1.5265 -6.8433 -1.0018  0.12
H: -0.3969 -7.0259 -2.4144  0.14
H: -3.6558 -7.1949 -2.7110  0.09
H: -2.3671 -7.2315 -4.0232  0.11
H: -3.5648 -5.9134 -3.8573  0.06
C: 4.3569 1.5508 -1.9332  -0.11
O: 4.9725 0.8046 -2.9552  -0.18
C: 4.7348 -0.6152 -2.9748  -0.14
C: 3.4529 -1.0027 -3.7713  -0.19
O: 2.3522 -0.3838 -3.1338  -0.22
C: 1.1180 -0.5851 -3.8634  -0.07
H: 4.4535 2.6268 -2.2230  0.09
H: 4.8626 1.4938 -0.9682  0.08
H: 3.2897 1.3828 -1.8113  0.07
H: 4.6748 -1.0162 -1.9783  0.11
H: 5.6053 -0.9154 -3.5343  0.12
H: 3.3619 -2.0890 -3.7361  0.11
H: 3.5227 -0.6399 -4.8193  0.13
H: 0.8056 -1.6545 -3.8330  0.09
H: 1.2256 -0.1630 -4.8819  0.10
H: 0.2481 -0.0706 -3.3971  0.06